{
  "formula": "C38H52N2O3PtS3",
  "method": "ωB97M-V/def2-TZVPD",
  "elements": ["Pt", "C", "C", "C", "C", "C", "C", "C", "N", "C", "C", "C", "C", "C", "C", "C", "N", "C", "C", "C", "C", "H", "H", "H", "H", "H", "H", "H", "H", "H", "H", "H", "H", "H", "H", "H", "H", "H", "H", "H", "H", "H", "H", "H", "H", "O", "S", "C", "C", "C", "C", "S", "O", "C", "C", "C", "C", "C", "C", "C", "C", "C", "C", "C", "C", "H", "H", "H", "H", "H", "H", "H", "H", "H", "H", "H", "H", "H", "H", "H", "H", "H", "H", "C", "C", "S", "O", "C", "C", "H", "H", "H", "H", "H", "H", "H", "H", "H", "H"],
  "positions_angstrom": [[-0.002, -0.229, -0.150], [3.553, -1.350, 5.855], [3.194, 0.093, 5.462], [4.483, 0.900, 5.222], [2.408, 0.740, 6.604], [2.399, 0.076, 4.166], [1.153, 0.679, 4.025], [0.499, 0.628, 2.809], [1.026, 0.023, 1.745], [2.228, -0.568, 1.849], [2.922, -0.558, 3.038], [2.729, -1.216, 0.611], [4.011, -1.694, 0.466], [4.426, -2.285, -0.729], [3.480, -2.372, -1.745], [2.211, -1.864, -1.544], [1.844, -1.291, -0.396], [5.845, -2.813, -0.862], [6.130, -3.333, -2.272], [6.839, -1.685, -0.538], [6.024, -3.965, 0.146], [4.078, -1.342, 6.813], [4.212, -1.826, 5.124], [2.656, -1.967, 5.965], [5.085, 0.903, 6.133], [4.256, 1.938, 4.960], [5.090, 0.466, 4.421], [3.008, 0.704, 7.514], [1.472, 0.211, 6.805], [2.185, 1.792, 6.403], [0.672, 1.182, 4.854], [-0.474, 1.083, 2.677], [3.875, -1.068, 3.103], [4.707, -1.607, 1.290], [3.715, -2.825, -2.698], [1.460, -1.920, -2.324], [6.010, -2.550, -3.027], [5.490, -4.181, -2.534], [7.163, -3.681, -2.320], [6.730, -0.849, -1.238], [7.858, -2.066, -0.626], [6.719, -1.302, 0.480], [5.284, -4.753, -0.017], [5.935, -3.617, 1.179], [7.018, -4.404, 0.025], [-0.912, -2.147, 0.661], [-2.307, -2.757, 0.482], [-3.445, -1.429, 0.976], [-4.781, -1.320, 0.239], [-4.710, -0.444, -1.026], [-4.502, 1.056, -0.745], [-2.875, 1.675, -1.246], [-1.923, 0.587, -0.769], [-2.981, 1.449, -3.004], [-1.936, 0.788, -3.629], [-1.955, 0.662, -5.011], [-3.002, 1.203, -5.747], [-4.032, 1.882, -5.106], [-4.025, 2.016, -3.727], [-2.658, -2.960, -1.255], [-3.614, -3.912, -1.581], [-3.941, -4.121, -2.914], [-3.295, -3.400, -3.909], [-2.314, -2.472, -3.575], [-1.991, -2.254, -2.244], [-2.841, -0.544, 0.827], [-3.567, -1.596, 2.048], [-5.520, -0.908, 0.929], [-5.158, -2.306, -0.039], [-5.637, -0.565, -1.585], [-3.913, -0.806, -1.680], [-4.552, 1.304, 0.318], [-5.231, 1.686, -1.258], [-1.119, 0.387, -3.041], [-1.148, 0.146, -5.516], [-3.011, 1.105, -6.826], [-4.844, 2.309, -5.682], [-4.826, 2.560, -3.236], [-4.098, -4.497, -0.803], [-4.687, -4.862, -3.175], [-3.545, -3.572, -4.950], [-1.803, -1.921, -4.355], [-1.228, -1.546, -1.983], [2.087, 5.305, -0.392], [1.582, 4.165, -1.276], [1.664, 2.610, -0.378], [0.747, 1.659, -1.165], [3.379, 2.146, -0.763], [3.568, 1.638, -2.188], [2.126, 6.226, -0.971], [3.096, 5.115, -0.014], [1.429, 5.467, 0.463], [2.156, 4.059, -2.198], [0.526, 4.270, -1.532], [3.633, 1.386, -0.021], [3.976, 3.036, -0.547], [2.724, 1.019, -2.495], [4.472, 1.031, -2.240], [3.670, 2.453, -2.903]],
  "atomic_forces_ev_per_a": [[0.1, 0.2, 0.1], [0.0, 0.0, 0.0], [0.0, 0.0, 0.0], [0.0, 0.0, 0.0], [0.0, 0.0, 0.0], [0.0, 0.0, 0.0], [0.0, 0.0, 0.1], [0.1, -0.1, -0.1], [-0.1, 0.1, 0.0], [-0.1, 0.0, -0.1], [0.2, -0.1, 0.1], [-0.2, 0.0, 0.0], [0.2, -0.1, 0.1], [0.0, 0.0, 0.0], [0.0, 0.0, -0.1], [0.0, 0.0, 0.2], [0.0, 0.0, -0.3], [0.0, -0.1, 0.0], [0.0, 0.0, 0.0], [0.0, 0.0, 0.0], [0.0, 0.0, 0.0], [0.0, 0.0, -0.1], [-0.1, 0.0, 0.1], [0.1, 0.1, 0.0], [0.0, 0.0, -0.1], [0.0, -0.1, 0.0], [0.0, 0.0, 0.1], [0.0, 0.0, 0.0], [0.1, 0.0, 0.0], [0.0, -0.1, 0.0], [0.0, 0.0, -0.1], [0.0, 0.0, 0.0], [-0.1, 0.1, 0.0], [0.0, 0.0, -0.1], [0.0, 0.0, 0.1], [0.0, 0.0, 0.0], [0.0, -0.1, 0.1], [0.1, 0.1, 0.0], [0.0, 0.0, 0.0], [0.0, -0.1, 0.1], [-0.1, 0.0, 0.0], [0.0, 0.0, -0.1], [0.1, 0.1, 0.0], [0.0, 0.0, -0.1], [-0.1, 0.0, 0.0], [-0.4, 0.0, -0.3], [0.2, -0.1, 0.1], [-0.1, -0.1, 0.1], [0.1, 0.1, -0.2], [0.0, 0.0, 0.1], [0.1, -0.2, 0.1], [0.0, 0.1, 0.2], [-0.3, -0.1, 0.0], [0.1, 0.0, -0.1], [0.0, 0.1, -0.1], [-0.1, 0.1, -0.1], [0.1, 0.0, 0.0], [0.0, 0.0, 0.0], [0.0, 0.0, 0.0], [0.2, 0.0, 0.0], [-0.1, -0.1, 0.1], [0.0, 0.0, 0.0], [0.0, 0.0, 0.0], [0.0, -0.1, 0.0], [-0.1, -0.3, -0.2], [0.1, 0.3, 0.1], [-0.1, 0.0, -0.1], [0.0, 0.0, 0.0], [0.0, 0.0, 0.0], [0.0, 0.0, 0.0], [-0.1, 0.0, 0.0], [-0.1, 0.0, 0.0], [0.1, 0.0, 0.1], [0.0, 0.1, -0.1], [0.0, 0.0, 0.0], [0.0, 0.0, 0.1], [0.1, 0.0, 0.0], [0.1, 0.0, 0.0], [0.1, 0.1, -0.1], [0.0, 0.0, 0.0], [0.0, 0.0, 0.1], [-0.1, -0.1, 0.1], [0.2, 0.2, 0.1], [0.0, -0.1, 0.0], [0.0, 0.1, 0.0], [-0.1, -0.1, 0.0], [0.3, 0.1, 0.1], [-0.1, -0.1, -0.1], [0.0, 0.0, 0.1], [0.0, 0.0, 0.0], [-0.1, 0.0, -0.1], [0.0, 0.0, -0.1], [-0.1, 0.0, 0.0], [0.1, 0.0, 0.0], [0.0, 0.0, 0.0], [0.0, -0.1, 0.0], [0.0, 0.0, 0.0], [0.0, 0.1, 0.0], [0.0, 0.0, 0.0]],
  "mulliken_spin": [1.492, -0.001, 0.001, -0.001, 0.000, 0.000, 0.002, -0.016, 0.133, -0.025, 0.002, -0.015, 0.005, -0.003, 0.001, -0.022, 0.105, -0.001, 0.000, -0.001, -0.001, 0.000, 0.000, 0.000, 0.000, 0.000, 0.000, 0.000, 0.000, 0.000, 0.001, 0.005, 0.003, 0.000, 0.002, 0.007, 0.000, 0.000, 0.000, 0.000, 0.000, 0.000, 0.000, 0.000, 0.000, 0.072, 0.014, 0.004, 0.003, 0.001, 0.001, 0.010, 0.052, 0.003, 0.000, 0.000, 0.000, 0.001, 0.000, -0.014, -0.002, 0.001, 0.000, 0.006, -0.041, 0.001, 0.000, 0.000, -0.001, 0.000, -0.001, 0.000, 0.001, 0.015, 0.000, 0.000, 0.000, 0.000, -0.001, 0.000, 0.000, 0.001, 0.111, 0.002, 0.004, 0.013, 0.074, -0.007, 0.000, 0.000, 0.000, 0.000, 0.001, 0.001, 0.001, 0.000, -0.001, 0.000, 0.000],
  "spin_multiplicity": 3,
  "gap_ev": [7.9, 8.3],
  "molar_mass_g_mol": 876.124,
  "homo_energy_ev": [-13.0, -13.9],
  "total_charge": 2,
  "de_lowest_kj_mol": 19.8
}

{
  "formula": "C4H11O3",
  "method": "ωB97M-V/def2-TZVPD",
  "elements": ["C", "O", "C", "C", "C", "O", "H", "H", "H", "H", "H", "H", "H", "H", "H", "H", "H", "O"],
  "positions_angstrom": [[-3.180, 0.346, -0.151], [-3.104, -0.702, -1.006], [-1.938, 0.186, 0.717], [-0.686, -0.030, 0.061], [0.548, -0.023, 0.919], [3.144, 0.243, -1.462], [-4.053, 0.245, 0.541], [-3.274, 1.356, -0.582], [-2.111, -0.033, 1.767], [-1.371, -1.026, 0.222], [-0.777, 0.249, -0.980], [0.630, 0.919, 1.456], [1.446, -0.143, 0.315], [0.575, -0.825, 1.657], [2.688, -0.595, -1.600], [4.355, -0.561, 1.043], [3.473, 0.135, -0.401], [3.683, 0.123, 0.966]],
  "atomic_forces_ev_per_a": [[-0.6, -1.2, 0.7], [0.1, 0.2, -0.2], [-0.1, 0.0, -1.7], [-1.6, 1.1, 2.5], [0.7, -0.4, -0.6], [0.0, -0.4, 0.3], [0.1, 0.3, 0.1], [0.4, 0.3, -0.2], [0.6, 0.1, 0.2], [0.1, -0.2, -0.6], [0.5, -0.4, -0.2], [0.1, 0.1, -0.1], [0.1, 0.2, 0.2], [-0.2, 0.0, 0.0], [0.1, 0.1, -0.2], [0.1, 0.0, 0.2], [-0.3, 0.6, -0.1], [0.0, -0.3, -0.3]],
  "mulliken_charge": [-0.414, -0.813, -0.290, 0.163, -0.783, -0.815, 0.260, 0.208, 0.346, 0.186, 0.477, 0.291, 0.048, 0.311, 0.237, 0.186, 0.403, -1.000],
  "spin_multiplicity": 1,
  "gap_ev": 6.4,
  "molar_mass_g_mol": 107.129,
  "homo_energy_ev": -4.1,
  "total_charge": -1,
  "de_lowest_kj_mol": 465.1
}